1.
The following is a DFT calculation (the ωB97M-V functional and the def2-TZVPD basis) of the molecule C28H33BrN2O6 in a non-equilibrium geometry.

```
70
Properties=species:S:1:pos:R:3:forces:R:3:mulliken_charge:R:1
O 3.216513 3.412155 -1.847659 0.260 0.045 -0.005 -0.690
C 2.301038 2.878955 -1.251796 -0.016 0.030 0.257 0.477
N 1.117191 2.571031 -1.820445 -0.285 0.104 -0.181 0.249
C 0.111107 1.722113 -1.230450 0.002 -0.525 0.117 0.496
H -0.865935 2.196378 -1.371953 -0.002 -0.050 0.099 0.304
C 0.111714 0.370398 -1.938311 -0.246 0.272 0.192 0.414
N -0.197556 0.566885 -3.341771 0.053 -0.034 -0.002 0.167
C 0.818620 1.408656 -3.950764 -0.068 0.248 0.021 -0.656
C 0.897980 2.761423 -3.238137 0.237 0.042 -0.372 -1.107
H -0.042915 3.303029 -3.374933 0.039 -0.005 -0.030 0.325
H 1.725915 3.351504 -3.633563 -0.140 -0.034 0.020 0.536
H 1.813836 0.927215 -3.911801 -0.051 0.006 -0.017 0.317
H 0.557137 1.569304 -4.999200 0.058 -0.005 -0.010 0.492
C -0.334888 -0.698538 -4.060633 -0.049 0.083 -0.004 -1.254
C -1.257601 -1.633219 -3.327646 -0.055 -0.073 -0.146 -0.220
C -2.617820 -1.372233 -3.274830 0.187 0.014 -0.061 -0.222
C -3.490390 -2.155881 -2.524459 -0.070 -0.325 0.246 -1.122
C -2.945987 -3.203822 -1.824483 0.635 0.001 -0.235 0.975
C -1.580647 -3.481893 -1.882095 -0.606 0.224 -0.089 0.901
C -0.719927 -2.717229 -2.626555 -0.126 -0.227 0.136 -0.414
H 0.334544 -2.939487 -2.654006 0.178 -0.006 -0.010 0.352
O -1.300806 -4.566292 -1.093997 0.306 0.245 -0.203 -0.524
C -2.533998 -4.966955 -0.536539 -0.148 -0.976 0.712 -0.269
O -3.557452 -4.108429 -0.995547 -0.220 0.372 -0.160 -0.515
H -2.757018 -6.002084 -0.841934 0.051 0.264 -0.009 0.281
H -2.472305 -4.921259 0.562834 0.001 0.083 -0.251 0.185
H -4.545328 -1.944396 -2.480047 -0.156 0.036 0.007 0.460
H -3.005725 -0.524856 -3.817705 -0.051 0.131 -0.078 0.481
H -0.736579 -0.463866 -5.050948 0.105 -0.065 -0.007 0.538
H 0.647448 -1.185190 -4.193906 -0.045 0.016 -0.020 0.396
H 1.103278 -0.104206 -1.814228 -0.004 -0.023 0.052 0.262
H -0.643354 -0.272980 -1.486047 0.078 0.002 0.060 -0.867
H 0.295508 1.578075 -0.169161 -0.044 0.042 0.015 -1.028
C 2.407690 2.486024 0.204199 0.369 -0.048 0.069 0.742
C 3.239356 1.530376 0.605970 -0.054 0.178 0.188 -1.034
C 3.268301 1.063867 2.033332 -0.037 0.201 0.031 0.190
C 2.413428 -0.175508 2.230791 0.069 -0.248 -0.043 -0.172
C 1.798670 -0.801713 1.153593 0.071 0.010 0.104 -0.047
C 0.987462 -1.908651 1.324500 -0.032 -0.186 0.129 -0.341
C 0.792165 -2.395627 2.602864 -0.072 -0.129 -0.102 -0.040
C 1.426181 -1.824608 3.692320 -0.088 -0.103 0.042 -0.874
C 2.239654 -0.723189 3.497436 0.017 -0.008 -0.139 -0.415
H 2.736327 -0.286420 4.350891 0.044 0.080 0.113 0.442
H 1.279534 -2.229358 4.682274 -0.024 -0.033 0.061 0.442
Br -0.415070 -3.847353 2.866295 0.078 0.096 -0.007 -0.220
H 0.493992 -2.362206 0.478721 -0.066 -0.040 -0.054 0.442
H 1.940217 -0.413453 0.158836 -0.014 0.043 -0.092 0.442
C 2.804911 2.240144 2.904093 -0.260 -0.028 -0.289 -1.289
H 2.641966 1.939539 3.937333 0.016 0.061 0.032 0.501
C 1.496762 2.827376 2.375814 0.101 0.285 0.820 -0.092
O 0.471468 1.910645 2.606907 0.111 -0.038 -0.052 -0.178
C -0.842212 2.432286 2.475348 -0.332 0.130 0.038 -0.409
C -1.829570 1.446667 3.095953 0.358 -0.044 -0.186 -1.208
C -1.738328 0.055251 2.472490 -0.097 0.162 -0.203 0.523
H -2.199833 -0.672743 3.145383 0.055 -0.073 -0.007 0.659
H -0.683122 -0.195134 2.369833 -0.045 -0.126 0.020 -0.516
C -2.402101 -0.054810 1.098727 0.033 0.222 0.438 -0.884
O -2.059507 -1.253582 0.441546 0.022 -0.412 -0.147 -0.068
H -2.325979 -1.994255 0.999711 0.056 0.020 -0.017 0.186
H -3.494320 0.028765 1.198350 0.089 0.116 -0.042 0.325
H -2.056203 0.740815 0.437403 -0.058 0.088 0.002 0.161
H -1.599644 1.365271 4.159337 -0.081 0.079 0.050 0.426
H -2.838243 1.849648 2.990410 -0.064 0.091 0.076 0.363
H -1.074509 2.609889 1.418425 0.043 0.020 0.053 0.284
H -0.901937 3.397488 2.999794 0.001 -0.063 -0.093 0.401
O 1.567084 3.201771 1.015798 0.045 -0.019 -0.417 -0.447
H 1.268516 3.774592 2.900301 0.023 -0.268 -0.180 0.460
H 3.563121 3.024278 2.873742 -0.010 -0.005 0.042 0.451
H 4.296804 0.809317 2.317712 -0.087 0.063 -0.042 0.609
H 3.881370 1.050295 -0.113720 0.010 0.011 -0.239 0.462
```
Positions in Å, forces in eV/Å.

SMILES = O=C(C1=C[C@H](c2ccc(Br)cc2)C[C@H](OCCCCO)O1)N1CCN(Cc2ccc3c(c2)OCO3)CC1
HOMO-LUMO gap = 8.591 eV

=====

2.
The following is a DFT calculation (the ωB97M-V functional and the def2-TZVPD basis) of the molecule C3H10N2O2 in a non-equilibrium geometry.

```
17
Properties=species:S:1:pos:R:3:forces:R:3:mulliken_charge:R:1
C -0.307847 1.831348 0.635966 0.010 -0.220 -0.116 -1.440
C 1.102001 0.704649 -1.150113 -0.226 -0.142 0.191 -1.487
C -0.155506 0.625069 -0.282237 -0.133 0.234 -0.657 0.720
O 0.884292 -0.826377 1.265284 0.166 -0.474 0.556 -0.411
N -0.260010 -0.572097 0.535452 -1.108 -1.297 -0.234 -0.032
H 1.649920 -1.085001 0.725117 -0.303 0.206 -0.569 0.342
H -0.351530 2.742241 0.044734 0.029 0.119 -0.026 0.386
H -1.214626 1.745493 1.228320 -0.094 0.018 0.016 0.388
H 1.235001 -0.224940 -1.700610 0.075 -0.010 -0.099 0.375
H 1.988089 0.903662 -0.547522 0.048 0.001 0.026 0.353
H 0.995787 1.517945 -1.862795 0.026 0.058 -0.081 0.405
H 0.536109 1.887955 1.320611 0.084 0.052 0.017 0.298
N -1.356150 -2.678080 0.035438 -0.047 -0.199 0.305 -0.420
O -0.527468 -1.680379 -0.438737 1.002 1.014 0.356 -0.248
H -1.034611 0.520345 -0.942062 0.317 0.284 0.251 0.265
H -0.921792 -3.124694 0.842508 -0.107 0.234 -0.049 0.258
H -2.261657 -2.287135 0.290648 0.258 0.122 0.112 0.248
```
Positions in Å, forces in eV/Å.

SMILES = CC(C)N(O)ON
HOMO-LUMO gap = 10.406 eV

=====

3.
The following is a DFT calculation (the ωB97M-V functional and the def2-TZVPD basis) of the molecule C4H5OP in a non-equilibrium geometry.

```
11
Properties=species:S:1:pos:R:3:forces:R:3:mulliken_charge:R:1
C -1.812273 -0.252470 0.281788 -1.380 0.673 0.433 -0.215
C -0.813620 0.763069 0.056476 0.010 -0.791 0.698 -0.208
C -1.755317 -1.464435 -0.155319 0.108 -1.663 0.546 -0.572
C 0.514239 0.598343 0.062351 -1.699 1.021 -1.009 -0.145
O 2.761181 0.305882 -0.004809 2.386 0.297 -0.265 -0.453
P 1.544286 -0.718856 0.221004 -0.323 -1.806 0.497 -0.007
H -2.777717 0.093269 0.707665 0.454 -0.091 -0.326 0.274
H -1.249499 1.690077 -0.147207 -0.270 1.583 -0.380 0.361
H -1.054599 -2.256880 -0.347622 0.069 0.084 -0.515 0.326
H 1.098844 1.387367 -0.366809 -0.017 0.854 0.294 0.327
H 3.544472 -0.145367 -0.307523 0.662 -0.161 0.026 0.312
```
Positions in Å, forces in eV/Å.

HOMO-LUMO gap (alpha / beta) = 7.822 / 7.071 eV